{
  "formula": "C2H6FP",
  "method": "ωB97M-V/def2-TZVPD",
  "elements": ["C", "P", "C", "F", "H", "H", "H", "H", "H", "H"],
  "positions_angstrom": [[1.513, 1.127, -0.033], [0.256, -0.082, -0.131], [-1.697, -0.333, 0.174], [-2.412, 0.683, -0.399], [1.406, 1.901, -0.860], [1.965, 1.319, 0.937], [0.694, -1.312, 0.408], [0.056, -0.069, -1.433], [-1.983, -0.655, 1.109], [-1.934, -1.292, -0.461]],
  "mulliken_charge": [-0.75, 0.24, -0.45, -0.26, 0.22, 0.27, 0.10, 0.03, 0.36, 0.24],
  "e_homo_ev": -7.7,
  "total_energy_ev": -14174.0543,
  "fmax_ha_per_bohr": 0.0868
}

{
  "formula": "C2H6I2N2OP",
  "method": "ωB97M-V/def2-TZVPD",
  "elements": ["C", "C", "N", "N", "O", "P", "I", "I", "H", "H", "H", "H", "H", "H"],
  "positions_angstrom": [[-3.330, 1.210, 1.162], [0.623, 2.114, -0.992], [0.059, 1.154, -0.413], [-2.269, -2.310, -1.399], [-3.376, 1.610, 2.216], [2.403, 2.517, -1.374], [-2.880, -0.247, -0.102], [0.989, -0.499, 0.247], [-0.114, 2.888, -1.249], [-1.777, -3.038, -1.035], [-1.850, -1.984, -2.220], [-3.302, -2.646, -1.480], [2.413, 3.388, -0.278], [2.869, 1.324, -0.677]],
  "mulliken_charge": [0.25, -0.15, -0.40, -0.79, -0.09, 0.01, 0.64, 0.11, 0.37, 0.25, 0.32, 0.39, 0.09, 0.00],
  "e_homo_ev": -12.2,
  "charge": 1,
  "total_energy_ev": -32678.9263,
  "fmax_ha_per_bohr": 0.1046
}

{
  "formula": "C2H6I2N2OP",
  "method": "ωB97M-V/def2-TZVPD",
  "elements": ["C", "C", "N", "N", "O", "P", "I", "I", "H", "H", "H", "H", "H", "H"],
  "positions_angstrom": [[1.727, 1.181, 0.276], [-0.480, 0.027, -0.291], [0.919, -0.293, -0.234], [-1.111, 0.210, 1.072], [1.062, 2.050, 0.755], [-1.310, -1.406, -1.220], [3.773, 0.898, -0.201], [1.588, -1.977, 0.697], [-0.462, 1.068, -0.600], [-0.459, 0.802, 1.551], [-1.282, -0.702, 1.474], [-1.987, 0.693, 1.083], [-1.795, -0.682, -2.416], [-0.182, -1.869, -1.945]],
  "mulliken_charge": [0.36, -0.57, -0.58, -0.22, -0.43, -0.12, 0.28, 0.30, 0.71, 0.35, 0.36, 0.31, 0.12, 0.11],
  "e_homo_ev": -13.0,
  "charge": 1,
  "total_energy_ev": -32679.6969,
  "fmax_ha_per_bohr": 0.0753
}

{
  "formula": "C2H6IN3",
  "method": "ωB97M-V/def2-TZVPD",
  "elements": ["C", "C", "N", "N", "N", "I", "H", "H", "H", "H", "H", "H"],
  "positions_angstrom": [[-1.186, 0.580, 0.168], [0.151, -0.652, 0.866], [-0.727, 1.606, -0.321], [1.440, -0.445, -1.112], [1.376, -0.376, 0.433], [-3.292, 0.101, 0.350], [0.023, -0.726, 1.986], [-0.276, -1.540, 0.492], [-1.205, 2.300, -0.695], [0.615, 0.097, -1.428], [1.314, -1.442, -1.335], [1.767, 0.498, 0.595]],
  "mulliken_charge": [0.01, -0.40, -0.46, -0.58, -0.22, -0.04, 0.32, 0.31, 0.20, 0.30, 0.28, 0.28],
  "e_homo_ev": -8.7,
  "total_energy_ev": -14739.1322,
  "fmax_ha_per_bohr": 0.1045
}

{
  "formula": "C2H6IN3",
  "method": "ωB97M-V/def2-TZVPD",
  "elements": ["C", "C", "N", "N", "N", "I", "H", "H", "H", "H", "H", "H"],
  "positions_angstrom": [[-0.043, 0.153, -1.640], [0.151, 0.143, 2.685], [0.173, 0.773, -2.783], [-0.868, -0.236, 3.332], [0.904, -0.462, -0.965], [0.733, -1.371, 0.818], [-1.031, -0.031, -1.171], [-0.545, 1.238, -3.355], [1.108, 0.599, -3.116], [-1.115, 0.492, 3.993], [-1.308, -1.105, 3.217], [1.842, -0.193, -1.015]],
  "mulliken_charge": [0.39, 0.16, -0.26, -0.11, -0.52, 0.54, 0.29, 0.29, 0.26, 0.32, 0.26, 0.38],
  "e_homo_ev": -18.3,
  "charge": 2,
  "total_energy_ev": -14720.3397,
  "fmax_ha_per_bohr": 0.0479
}

{
  "formula": "C2H6IN3",
  "method": "ωB97M-V/def2-TZVPD",
  "elements": ["C", "C", "N", "N", "N", "I", "H", "H", "H", "H", "H", "H"],
  "positions_angstrom": [[2.119, 0.407, 1.051], [-1.389, -0.121, -1.169], [-2.118, -0.390, -2.241], [3.237, 0.510, 1.620], [0.977, 0.311, 0.777], [-2.629, 0.574, 0.515], [-3.084, -1.106, 0.741], [-1.507, -0.841, -3.025], [-3.156, -0.443, -2.379], [3.168, 0.586, 2.681], [4.128, -0.034, 1.350], [0.253, 0.546, 0.079]],
  "mulliken_charge": [0.34, -0.23, -0.16, -0.38, -0.02, 0.39, 0.30, 0.34, 0.31, 0.35, 0.37, 0.40],
  "e_homo_ev": -18.2,
  "charge": 2,
  "total_energy_ev": -14720.0435,
  "fmax_ha_per_bohr": 0.0769
}

{
  "formula": "C2H6INOS",
  "method": "ωB97M-V/def2-TZVPD",
  "elements": ["C", "C", "N", "O", "S", "I", "H", "H", "H", "H", "H", "H"],
  "positions_angstrom": [[1.048, 1.590, -0.754], [0.462, 2.454, -1.619], [-1.844, -2.215, 1.351], [-0.007, -1.288, 0.139], [-0.620, -1.369, 1.588], [1.211, -2.982, 2.606], [2.002, 1.106, -0.673], [0.508, 1.116, 0.187], [-0.444, -1.860, -0.446], [0.940, 2.717, -2.584], [-0.591, 2.657, -1.626], [-2.664, -1.925, 1.832]],
  "mulliken_charge": [-0.30, -0.45, -0.50, -0.34, 0.38, -0.13, 0.29, -0.03, 0.34, 0.22, 0.27, 0.26],
  "e_homo_ev": -9.3,
  "total_energy_ev": -24641.7810,
  "fmax_ha_per_bohr": 0.0626
}

{
  "formula": "C2H6INS",
  "method": "ωB97M-V/def2-TZVPD",
  "elements": ["C", "C", "N", "S", "I", "H", "H", "H", "H", "H", "H"],
  "positions_angstrom": [[-0.839, 0.407, -0.126], [0.613, -0.224, -0.322], [1.492, 0.589, 0.514], [5.448, -1.235, -0.089], [3.782, 0.473, 0.018], [-1.059, 1.438, -0.435], [-1.373, -0.395, -0.563], [-0.717, 0.381, 0.939], [0.345, -1.287, -0.015], [0.977, -0.258, -1.339], [1.374, 0.381, 1.512]],
  "mulliken_charge": [-0.94, -0.26, -0.63, -0.40, 0.43, 0.31, 0.33, 0.24, 0.22, 0.39, 0.30],
  "e_homo_ev": [-8.4, -8.4],
  "total_energy_ev": -22593.5529,
  "fmax_ha_per_bohr": 0.0538
}

{
  "formula": "C2H6IP",
  "method": "ωB97M-V/def2-TZVPD",
  "elements": ["C", "C", "P", "I", "H", "H", "H", "H", "H", "H"],
  "positions_angstrom": [[-1.732, 1.004, -0.592], [2.161, -0.597, -0.261], [1.493, -1.615, 0.811], [4.001, 0.327, -0.153], [-2.457, 1.087, 0.173], [-1.494, -0.078, -0.735], [-2.150, 1.385, -1.552], [-0.837, 1.494, -0.237], [0.396, -2.203, 0.079], [1.745, -2.741, 1.697]],
  "mulliken_charge": [-0.88, -0.25, 0.04, 0.09, 0.27, 0.15, 0.24, 0.22, 0.06, 0.06],
  "e_homo_ev": -8.5,
  "total_energy_ev": -19556.4723,
  "fmax_ha_per_bohr": 0.0549
}

{
  "formula": "C2H6N2",
  "method": "ωB97M-V/def2-TZVPD",
  "elements": ["C", "N", "N", "C", "H", "H", "H", "H", "H", "H"],
  "positions_angstrom": [[1.791, 0.809, -0.290], [0.741, 0.385, 0.399], [-0.282, -0.090, -0.190], [-1.429, -0.563, 0.501], [1.804, 0.908, -1.410], [2.618, 1.215, 0.263], [-0.173, -0.554, -1.149], [-2.164, -0.834, -0.268], [-1.766, 0.237, 1.156], [-1.140, -1.513, 0.989]],
  "mulliken_charge": [-0.42, -0.55, 0.06, -0.65, 0.23, 0.27, 0.27, 0.29, 0.22, 0.27],
  "e_homo_ev": -8.0,
  "total_energy_ev": -5149.3942,
  "fmax_ha_per_bohr": 0.0989
}

{
  "formula": "C2H6N2",
  "method": "ωB97M-V/def2-TZVPD",
  "elements": ["C", "N", "N", "C", "H", "H", "H", "H", "H", "H"],
  "positions_angstrom": [[1.846, -0.048, -0.062], [0.819, -0.687, 0.018], [-0.272, 0.173, -0.132], [-1.548, -0.279, -0.051], [1.835, 0.950, -0.342], [2.823, -0.515, 0.058], [-0.053, 1.320, 0.358], [-2.047, 0.821, 0.186], [-1.416, -0.851, 0.831], [-1.986, -0.885, -0.863]],
  "mulliken_charge": [-0.39, -0.43, -0.19, -0.58, 0.34, 0.26, 0.29, 0.22, 0.30, 0.19],
  "e_homo_ev": -8.2,
  "total_energy_ev": -5147.5206,
  "fmax_ha_per_bohr": 0.1508
}

{
  "formula": "C2H6N2",
  "method": "ωB97M-V/def2-TZVPD",
  "elements": ["C", "N", "H", "H", "H", "C", "N", "H", "H", "H"],
  "positions_angstrom": [[-1.983, -0.185, -0.332], [-3.089, -0.362, 0.252], [-1.755, 0.767, -0.804], [-1.228, -0.955, -0.521], [-3.288, -1.355, 0.358], [2.165, 0.030, 0.132], [1.930, 1.265, -0.066], [2.316, -0.539, -0.799], [2.676, -0.404, 0.997], [2.256, 1.737, 0.783]],
  "mulliken_charge": [-0.21, -0.49, 0.26, 0.19, 0.24, -0.29, -0.45, 0.24, 0.26, 0.24],
  "e_homo_ev": -10.0,
  "total_energy_ev": -5149.2095,
  "fmax_ha_per_bohr": 0.0503
}

{
  "formula": "C2H6N2O",
  "method": "ωB97M-V/def2-TZVPD",
  "elements": ["H", "N", "C", "N", "H", "H", "H", "C", "O", "H", "H"],
  "positions_angstrom": [[2.908, -0.098, -3.038], [2.352, -0.845, -2.629], [3.236, -1.751, -2.314], [3.268, -2.520, -1.216], [3.889, -1.918, -3.174], [2.446, -2.544, -0.628], [4.116, -2.812, -0.764], [-4.002, 2.464, 3.125], [-5.154, 2.716, 2.911], [-3.499, 1.615, 2.616], [-3.392, 3.030, 3.857]],
  "mulliken_charge": [0.23, -0.67, 0.08, -0.44, 0.31, 0.26, 0.22, -0.05, -0.37, 0.21, 0.21],
  "e_homo_ev": -8.7,
  "total_energy_ev": -7196.7606,
  "fmax_ha_per_bohr": 0.0565
}

{
  "formula": "C2H6N2O",
  "method": "ωB97M-V/def2-TZVPD",
  "elements": ["C", "C", "O", "N", "N", "H", "H", "H", "H", "H", "H"],
  "positions_angstrom": [[0.324, -1.500, 0.251], [-0.272, -0.285, -0.505], [-1.103, -0.380, -1.388], [0.034, 0.995, 0.025], [0.796, 1.033, 1.186], [-0.316, -1.720, 1.159], [0.293, -2.303, -0.513], [1.397, -1.153, 0.626], [-0.502, 1.778, -0.319], [1.601, 1.685, 1.095], [0.232, 1.264, 2.102]],
  "mulliken_charge": [-0.73, 0.48, -0.60, -0.10, -0.54, 0.22, 0.27, 0.30, 0.22, 0.23, 0.23],
  "e_homo_ev": -9.6,
  "total_energy_ev": -7197.9916,
  "fmax_ha_per_bohr": 0.0568
}

{
  "formula": "C2H6N2O",
  "method": "ωB97M-V/def2-TZVPD",
  "elements": ["C", "N", "C", "O", "N", "H", "H", "H", "H", "H", "H"],
  "positions_angstrom": [[0.628, -0.925, -0.825], [-1.333, 0.231, 1.230], [1.134, 0.310, -0.132], [-0.836, 1.365, -0.038], [0.468, 1.418, 0.009], [-2.192, -0.010, 0.734], [-1.606, 0.970, 1.880], [2.199, 0.348, 0.118], [-0.366, -0.788, -1.249], [0.582, -1.739, -0.099], [1.323, -1.181, -1.629]],
  "mulliken_charge": [-0.87, -0.44, 0.18, -0.24, -0.42, 0.26, 0.29, 0.38, 0.28, 0.25, 0.33],
  "e_homo_ev": -8.8,
  "total_energy_ev": -7194.2575,
  "fmax_ha_per_bohr": 0.0815
}

{
  "formula": "C2H6N2O",
  "method": "ωB97M-V/def2-TZVPD",
  "elements": ["N", "C", "C", "N", "O", "H", "H", "H", "H", "H", "H"],
  "positions_angstrom": [[1.392, 0.098, -0.023], [0.166, -0.882, -0.096], [-1.201, -0.123, -0.041], [-0.848, 1.222, -0.121], [-2.328, -0.602, 0.001], [1.397, 0.074, 1.071], [2.388, -0.336, -0.324], [0.264, -1.353, -1.087], [0.230, -1.542, 0.710], [0.161, 1.498, -0.406], [-1.620, 1.945, 0.314]],
  "mulliken_charge": [-0.74, -0.32, 0.38, -0.39, -0.60, 0.25, 0.26, 0.24, 0.33, 0.35, 0.25],
  "e_homo_ev": -9.7,
  "total_energy_ev": -7197.8731,
  "fmax_ha_per_bohr": 0.0817
}

{
  "formula": "C2H6N2O",
  "method": "ωB97M-V/def2-TZVPD",
  "elements": ["N", "N", "C", "C", "O", "H", "H", "H", "H", "H", "H"],
  "positions_angstrom": [[-1.773, -0.464, -0.273], [-1.203, 0.846, -0.127], [0.027, 1.078, 0.088], [0.954, -0.194, 0.188], [2.221, 0.124, -0.376], [-2.616, -0.291, -0.739], [-2.083, -0.897, 0.623], [0.399, 2.121, -0.077], [0.885, -0.623, 1.241], [0.461, -1.024, -0.299], [2.729, -0.676, -0.249]],
  "mulliken_charge": [-0.52, -0.34, -0.09, -0.36, -0.49, 0.28, 0.21, 0.35, 0.27, 0.41, 0.30],
  "e_homo_ev": -8.8,
  "total_energy_ev": -7196.5743,
  "fmax_ha_per_bohr": 0.0631
}

{
  "formula": "C2H6N2O",
  "method": "ωB97M-V/def2-TZVPD",
  "elements": ["H", "N", "C", "N", "O", "C", "H", "H", "H", "H", "H"],
  "positions_angstrom": [[2.154, -0.240, 0.537], [1.418, -0.255, -0.147], [0.313, -0.025, 0.424], [0.047, 0.223, 1.751], [-0.849, 0.126, -0.316], [-0.816, -0.065, -1.705], [-0.913, 0.220, 2.165], [0.771, 0.042, 2.440], [-0.070, 0.620, -2.042], [-0.606, -1.117, -2.005], [-1.785, 0.228, -2.107]],
  "mulliken_charge": [0.19, -0.68, 0.66, -0.41, -0.37, -0.60, 0.23, 0.20, 0.29, 0.26, 0.22],
  "e_homo_ev": -9.4,
  "total_energy_ev": -7198.7030,
  "fmax_ha_per_bohr": 0.0429
}

{
  "formula": "C2H6N2O",
  "method": "ωB97M-V/def2-TZVPD",
  "elements": ["N", "C", "C", "N", "O", "H", "H", "H", "H", "H", "H"],
  "positions_angstrom": [[1.153, -1.055, 0.068], [0.905, 0.310, -0.118], [-0.564, 0.851, -0.002], [-1.477, 0.093, 0.645], [-0.784, 1.797, -0.704], [1.641, -1.463, -0.718], [0.360, -1.678, 0.212], [1.224, 0.646, -1.112], [1.458, 0.966, 0.576], [-1.484, -0.894, 0.475], [-2.433, 0.428, 0.679]],
  "mulliken_charge": [-0.26, -0.26, 0.51, -0.41, -0.31, 0.33, 0.27, 0.33, 0.31, 0.20, 0.28],
  "e_homo_ev": [-16.5, -15.6],
  "charge": 1,
  "total_energy_ev": -7189.5535,
  "multiplicity": 2,
  "fmax_ha_per_bohr": 0.0431
}

{
  "formula": "C2H6N2O2",
  "method": "ωB97M-V/def2-TZVPD",
  "elements": ["N", "C", "O", "H", "H", "H", "N", "C", "O", "H", "H", "H"],
  "positions_angstrom": [[-1.408, 0.458, 1.310], [-2.755, 0.566, 1.136], [-3.526, -0.344, 1.304], [-0.814, 1.260, 1.190], [-1.022, -0.423, 1.603], [-3.040, 1.595, 0.864], [2.003, -0.434, -1.922], [2.202, -0.524, -0.589], [3.106, -1.149, -0.082], [2.599, -0.987, -2.520], [1.179, -0.033, -2.333], [1.477, 0.014, 0.038]],
  "mulliken_charge": [-0.30, 0.13, -0.54, 0.21, 0.22, 0.28, -0.33, 0.24, -0.55, 0.23, 0.21, 0.20],
  "e_homo_ev": -10.3,
  "total_energy_ev": -9246.8739,
  "fmax_ha_per_bohr": 0.0125
}